# 1
This record from OMol25 describes a structure of composition C40H42NO4S3Sb2Tb at a distorted geometry. The level of theory is ωB97M-V/def2-TZVPD.

Positions of all 93 atoms, in Å:
Tb 1.9568 -0.1592 -2.5267
C 3.3036 1.1883 -6.0219
C 3.2377 2.5726 -5.4521
S 3.1039 2.5136 -3.6500
C 1.8985 3.8306 -3.3719
C 0.5934 3.4494 -2.8038
S -0.0255 1.7947 -3.4256
C -0.1962 2.0216 -5.2685
C 0.3200 0.8450 -6.1310
S 1.9354 0.0366 -5.6977
H 4.2702 0.6934 -5.8217
H 3.1610 1.2467 -7.0801
H 2.4629 3.1818 -5.9875
H 4.2051 3.0538 -5.7018
H 1.8178 4.3988 -4.2465
H 2.3754 4.4678 -2.6037
H -0.1314 4.1318 -3.1113
H 0.5578 3.4663 -1.6852
H 0.2261 2.9770 -5.5332
H -1.2761 1.9827 -5.4197
H 0.2723 1.1334 -7.1882
H -0.3913 0.0528 -5.9343
C -1.6801 0.1756 0.5149
C -3.0136 0.3476 1.2279
C -2.9478 0.3874 2.7527
Sb -1.8958 -1.2236 3.8526
C -3.5539 -2.0460 4.9636
C -4.4606 -2.8854 4.3495
C -5.2152 -3.7392 5.1426
C -5.1152 -3.7893 6.5125
C -4.1913 -3.0055 7.1227
C -3.4680 -2.0820 6.3706
C -1.3615 0.2342 5.3257
C -0.0283 0.4200 5.8004
C 0.3433 1.5769 6.4041
C -0.6385 2.4969 6.8336
C -1.9605 2.1993 6.5442
C -2.3289 1.0707 5.7990
Sb -1.4538 -1.9231 -0.3904
C -2.4777 -2.0024 -2.3317
C -2.7700 -0.9057 -3.1930
C -3.6676 -1.1083 -4.2351
C -4.2168 -2.3854 -4.5082
C -3.7080 -3.4943 -3.7972
C -2.8353 -3.2577 -2.7094
C 0.4898 -2.0655 -1.4105
C 1.5797 -2.2611 -0.4891
C 2.6814 -3.0605 -0.8587
C 2.7770 -3.4756 -2.1974
C 1.8546 -3.1126 -3.1141
C 0.6522 -2.4147 -2.7705
H -0.8219 0.3653 1.1137
H -1.6099 0.7763 -0.4137
H -3.6432 -0.4972 0.9009
H -3.5691 1.2685 0.9508
H -3.9013 0.3280 3.2579
H -2.3271 1.2635 3.1781
H -4.6927 -2.8808 3.2808
H -5.8956 -4.4911 4.6863
H -5.7325 -4.5359 7.0429
H -4.1604 -2.9675 8.2164
H -2.7952 -1.4355 6.8419
H 0.7174 -0.3089 5.4704
H 1.3682 1.7023 6.7070
H -0.3971 3.4221 7.3633
H -2.7641 2.8210 7.0017
H -3.3571 0.9481 5.6010
H -2.3811 0.0503 -2.9832
H -3.9343 -0.2208 -4.7677
H -4.9490 -2.4568 -5.2724
H -3.9774 -4.5302 -4.0709
H -2.5806 -4.1191 -2.0830
H 1.4707 -1.8597 0.4756
H 3.5142 -3.1688 -0.1370
H 3.6347 -4.0464 -2.5344
H 1.9814 -3.4114 -4.1624
H -0.1616 -2.4381 -3.5042
O 3.9750 -0.6259 -2.1092
C 4.7153 0.0926 -1.3096
C 4.2661 0.8441 -0.1564
C 5.2635 1.3768 0.6137
C 4.9474 2.0119 1.8469
C 3.6511 1.9638 2.3680
C 2.5816 1.5236 1.5644
C 2.8022 0.9797 0.2721
O 1.7984 0.6350 -0.4363
N 5.9818 2.6752 2.5198
O 7.0017 2.9127 1.8416
O 5.8072 2.9604 3.7376
H 5.7797 0.2503 -1.5269
H 6.3680 1.2492 0.4132
H 3.3921 2.4475 3.3452
H 1.5663 1.5757 2.0074

As for the highest occupied orbital energy (alpha / beta): -11.687 / -11.687 eV. Its spin multiplicity is 7. The expectation value of S² is 12.686. The net charge is +2. Its energy relative to the best compared isomer or geometry (same formula, charge and spin) is 0.065 eV. The value obtained for the energy is -4403.9711 Ha.

# 2
This record from OMol25 describes a structure of composition C54H59N11O5S. The level of theory is ωB97M-V/def2-TZVPD.

Positions of all 130 atoms, in Å:
C 3.9972 -1.2262 4.0174
C 3.7766 -0.7954 2.5587
O 2.7249 0.1344 2.3965
C 1.4359 -0.4424 2.3921
C 0.4439 0.5464 1.7849
C -0.7991 -0.1708 1.3208
C -2.0300 -0.0133 1.8898
C -2.2333 0.9341 3.0308
O -1.7234 0.3196 4.2401
N -1.4393 1.2747 5.2617
O -2.3392 1.9773 5.4905
C -3.1670 -0.7704 1.4133
O -4.3876 -0.6247 2.0287
C -4.5000 -1.2257 3.3311
C -3.7867 -2.5427 3.5169
C -4.0868 -3.0427 4.9356
O -4.3028 -3.4483 2.5551
C -3.0954 -1.6184 0.3644
C -1.8334 -1.7886 -0.2453
N -1.5792 -2.6205 -1.2618
S 0.0046 -2.4719 -1.5500
N 0.4162 -1.4018 -0.4452
C -0.6925 -1.0899 0.2362
H 3.4842 -0.5509 4.7006
H 3.6674 -2.2484 4.1963
H 5.0614 -1.1773 4.2444
H 3.6317 -1.6859 1.9404
H 4.6820 -0.2940 2.2277
H 1.1194 -0.6554 3.4207
H 1.4504 -1.3889 1.8483
H 0.1492 1.2339 2.5728
H 0.8961 1.0922 0.9581
H -1.7433 1.8935 2.8668
H -3.2969 1.1323 3.1430
H -4.2111 -0.5122 4.1054
H -5.5659 -1.4108 3.4694
H -2.6982 -2.4417 3.4655
H -3.6003 -4.0091 5.0603
H -5.1566 -3.1152 5.1109
H -3.6142 -2.3682 5.6518
H -3.6965 -4.1870 2.4480
H -3.9754 -2.1471 0.0351
N -8.0584 3.5036 2.4814
C -7.6684 4.2755 3.4926
C -6.4356 4.1583 4.1183
C -5.5612 3.1819 3.6698
C -5.9527 2.3668 2.6186
C -7.2063 2.5709 2.0617
H -8.3823 5.0259 3.8142
H -6.1712 4.8163 4.9347
H -4.5899 3.0577 4.1342
H -5.3040 1.5887 2.2375
H -7.5506 1.9567 1.2371
N 7.2876 -0.5437 1.7233
C 7.4197 0.3184 0.7155
C 8.6180 0.9257 0.3707
C 9.7448 0.6195 1.1150
C 9.6269 -0.2770 2.1658
C 8.3814 -0.8279 2.4274
H 6.5128 0.5349 0.1607
H 8.6664 1.6220 -0.4558
H 10.6983 1.0744 0.8796
H 10.4808 -0.5432 2.7737
H 8.2486 -1.5321 3.2419
N 5.8216 4.1343 0.5122
C 5.9616 4.9611 1.5445
C 5.2533 4.8488 2.7310
C 4.3490 3.8039 2.8552
C 4.1943 2.9269 1.7929
C 4.9487 3.1402 0.6493
H 6.6796 5.7594 1.4048
H 5.4164 5.5518 3.5363
H 3.7822 3.6682 3.7676
H 3.5134 2.0879 1.8390
H 4.8594 2.4720 -0.2009
N -7.5932 4.4911 -1.7838
C -7.1304 4.6752 -3.0189
C -5.8478 4.3331 -3.4241
C -4.9952 3.7693 -2.4896
C -5.4587 3.5720 -1.1986
C -6.7603 3.9466 -0.8977
H -7.8285 5.1214 -3.7196
H -5.5226 4.5008 -4.4424
H -3.9866 3.4888 -2.7665
H -4.8270 3.1355 -0.4356
H -7.1578 3.8080 0.0982
N -4.2502 3.8738 -6.5272
C -3.1843 4.2201 -7.2462
C -3.0552 3.9583 -8.6015
C -4.0886 3.2976 -9.2458
C -5.2039 2.9291 -8.5115
C -5.2351 3.2410 -7.1609
H -2.3969 4.7328 -6.7048
H -2.1666 4.2651 -9.1356
H -4.0257 3.0737 -10.3029
H -6.0333 2.4114 -8.9729
H -6.0914 2.9720 -6.5508
N 10.3772 3.8636 -0.6373
C 9.3345 4.5841 -0.2251
C 9.4587 5.8036 0.4257
C 10.7269 6.3058 0.6619
C 11.8207 5.5685 0.2362
C 11.5914 4.3604 -0.4053
H 8.3534 4.1646 -0.4216
H 8.5786 6.3456 0.7370
H 10.8620 7.2526 1.1690
H 12.8308 5.9191 0.3982
H 12.4216 3.7557 -0.7543
N -3.5670 -7.4307 -0.0705
C -2.6990 -8.3801 -0.4141
C -1.5051 -8.1285 -1.0738
C -1.1963 -6.8169 -1.3968
C -2.0882 -5.8135 -1.0515
C -3.2536 -6.1761 -0.3902
H -2.9789 -9.3931 -0.1452
H -0.8374 -8.9407 -1.3275
H -0.2747 -6.5813 -1.9150
H -1.8939 -4.7714 -1.2815
H -3.9794 -5.4224 -0.0991
N -0.5956 -7.8650 -5.2458
C -1.8937 -8.0444 -5.0099
C -2.5458 -9.2569 -5.1770
C -1.8098 -10.3439 -5.6190
C -0.4580 -10.1741 -5.8721
C 0.0979 -8.9199 -5.6689
H -2.4330 -7.1685 -4.6659
H -3.6024 -9.3434 -4.9645
H -2.2813 -11.3075 -5.7634
H 0.1548 -10.9948 -6.2191
H 1.1527 -8.7471 -5.8528

As for the highest occupied orbital energy: -9.048 eV. Its spin multiplicity is 1. The value obtained for the energy is -3469.6318 Ha.

# 3
This record from OMol25 describes a structure of composition C18H16BrN5OPdS at a distorted geometry. The level of theory is ωB97M-V/def2-TZVPD.

Positions of all 43 atoms, in Å:
Pd 0.3450 0.2351 -0.1213
O 2.4068 0.2962 5.6261
C 1.8471 0.3044 4.4265
C 0.4753 0.4778 4.2005
C 0.0105 0.4651 2.9106
N 0.8259 0.2970 1.8505
C 2.1391 0.1366 2.0848
Br 3.1786 -0.0817 0.5297
C 2.7002 0.1297 3.3324
H 1.7686 0.4232 6.3413
H -0.2161 0.6184 5.0209
H -1.0411 0.5876 2.6868
H 3.7623 -0.0033 3.4788
N -1.0694 -1.7119 -2.3487
C -0.4090 -0.6377 -2.8890
C -0.4324 -0.4947 -4.2854
C 0.2726 0.5203 -4.8726
C 1.0107 1.3984 -4.0722
C 0.9701 1.2228 -2.7220
N 0.2535 0.2307 -2.1247
C -1.0811 -2.2901 -1.0929
C -1.7437 -3.5217 -0.9886
C -1.7930 -4.1678 0.2164
C -1.1723 -3.5829 1.3197
C -0.5482 -2.3802 1.1466
N -0.5035 -1.7168 -0.0366
H -1.5429 -2.2727 -3.0398
H -0.9887 -1.2053 -4.8820
H 0.2684 0.6294 -5.9490
H 1.5945 2.2016 -4.4961
H 1.5001 1.8816 -2.0482
H -2.2037 -3.9560 -1.8668
H -2.2986 -5.1200 0.3031
H -1.1726 -4.0562 2.2902
H -0.0486 -1.9061 1.9735
S -0.8063 4.6657 0.6642
C -1.4950 4.1396 -0.8050
C -1.1529 2.8539 -1.0487
N -0.3764 2.2814 -0.0646
C -0.1328 3.1376 0.9009
H -2.1089 4.7872 -1.4092
H -1.4672 2.2747 -1.9019
H 0.4750 2.9092 1.7620

As for the highest occupied orbital energy: -14.483 eV. Its spin multiplicity is 1. The net charge is +2. Its energy relative to the best compared isomer or geometry (same formula, charge and spin) is 0.311 eV. The value obtained for the energy is -4144.1645 Ha.